1.
The following is a DFT calculation (wB97M-V/def2-TZVPD) of a 2-piece molecular cluster, C4H9NO3S overall at a distorted geometry.

As for the LUMO energy: 0.7661 eV. The calculation puts the relative energy (zero: lowest compared OMol25 entry of this formula, charge and spin) at 212.6 kJ/mol. The calculation puts the orbital gap at 9.283 eV. The HOMO energy is -0.3130 hartree. The value obtained for the max |F| is 0.066 Eh/bohr.

ORCA input file:
```
! wB97M-V def2-TZVPD RIJCOSX def2/J DEFGRID3
* xyz 0 1
S -3.033 -0.851 -1.402
O -1.742 -1.387 -1.098
O -4.031 -2.157 -1.786
O -1.381 1.490 0.229
N -3.641 -0.704 0.207
C -0.272 1.098 0.226
C 1.576 -0.500 -0.466
C 1.005 0.838 -0.068
C 2.199 1.535 0.580
H -2.900 -0.724 0.869
H 2.580 1.030 1.427
H 2.386 -0.453 -1.116
H -4.411 -2.624 -1.050
H 1.933 -1.097 0.313
H -4.230 0.065 0.379
H 0.836 -1.067 -0.883
H 1.859 2.527 0.976
H 2.950 1.417 -0.227
*
```

---

2.
The following is a DFT calculation (wB97M-V/def2-TZVPD) of one molecule with the formula C4H9N3O at a distorted geometry.

As for the SMILES: CNC(=NC=O)NC. As for the LUMO energy: 0.5172 eV. The calculation puts the relative energy (zero: lowest compared OMol25 entry of this formula, charge and spin) at 669.2 kJ/mol. The calculation puts the orbital gap at 9.048 eV. The HOMO energy is -0.3135 hartree. The value obtained for the max |F| is 0.197 Eh/bohr.

ORCA input file:
```
! wB97M-V def2-TZVPD RIJCOSX def2/J DEFGRID3
* xyz 0 1
O 1.324 2.064 0.108
N 0.321 0.695 -0.998
N -0.902 -0.793 0.206
N 0.001 0.853 1.377
C -1.279 -1.347 1.548
C 0.629 -0.328 -2.096
C -0.189 0.308 0.246
C 0.862 1.874 1.347
H -2.378 -0.801 1.640
H 1.604 2.325 2.267
H -0.437 -1.331 2.200
H -1.474 -1.127 -0.816
H -1.591 -2.544 1.352
H 1.694 0.254 -2.620
H -0.261 -0.101 -3.029
H 1.166 1.290 -0.977
H 0.908 -1.290 -1.758
*
```

---

3.
The following is a DFT calculation (wB97M-V/def2-TZVPD) of one molecule with the formula C6H7NO3 at a distorted geometry.

As for the SMILES: C[C@H](C#CC(N)=O)OC=O. As for the LUMO energy: -0.0108 eV. The calculation puts the relative energy (zero: lowest compared OMol25 entry of this formula, charge and spin) at 319.0 kJ/mol. The calculation puts the orbital gap at 10.091 eV. The HOMO energy is -0.3712 hartree. The value obtained for the max |F| is 0.113 Eh/bohr.

ORCA input file:
```
! wB97M-V def2-TZVPD RIJCOSX def2/J DEFGRID3
* xyz 0 1
O -1.606 -0.115 -1.362
O 2.757 0.901 2.287
O -3.784 -0.415 -1.146
N 2.308 -1.173 2.189
C 1.845 0.076 2.025
C 0.301 0.707 -2.581
C 0.309 0.516 -0.113
C 1.020 0.302 0.842
C -2.821 0.288 -1.003
C -0.508 0.809 -1.296
H -2.854 1.305 -0.563
H 1.183 1.356 -2.511
H 1.616 -1.905 2.288
H -0.906 1.831 -1.192
H 0.630 -0.327 -2.744
H -0.315 1.034 -3.428
H 3.380 -0.894 2.489
*
```

---

4.
The following is a DFT calculation (wB97M-V/def2-TZVPD) of C23H23AsLuOP as an isolated structure at a distorted geometry.

As for the LUMO energy (alpha / beta): -0.6234 / -0.6906 eV. The calculation puts the relative energy (zero: lowest compared OMol25 entry of this formula, charge and spin) at 221.5 kJ/mol. The calculation puts the orbital gap (alpha / beta) at 4.252 / 4.190 eV. The HOMO energy (alpha / beta) is -0.1792 / -0.1794 hartree. The value obtained for the max |F| is 0.050 Eh/bohr.

ORCA input file:
```
! wB97M-V def2-TZVPD RIJCOSX def2/J DEFGRID3
* xyz 0 1
Lu 0.485 -1.835 -0.838
As 0.132 0.430 1.050
P -0.720 -3.922 -2.347
O 0.162 0.188 -0.698
C -1.345 1.091 -4.479
C -2.601 1.321 0.536
C -4.317 1.491 2.257
C 3.671 3.069 2.676
C -0.558 0.145 -5.208
C -2.109 0.657 2.822
C 2.376 3.214 3.191
C 0.868 1.745 -4.307
C -0.511 -2.282 1.338
C 1.314 2.474 2.656
C 1.984 -3.244 0.578
C -3.419 0.981 3.200
C 3.896 2.188 1.610
C 1.899 -1.905 1.041
C 0.620 -1.416 1.452
C 0.949 -4.153 0.895
C -0.466 2.039 -3.872
C -0.287 -3.674 1.299
C 2.839 1.455 1.050
C 0.825 0.578 -5.126
C -1.695 0.838 1.492
C 1.555 1.582 1.597
C -3.906 1.652 0.928
H 3.006 0.788 0.199
H 2.774 -1.251 1.057
H 1.757 2.329 -4.075
H -1.279 -5.161 -1.919
H 4.500 3.640 3.102
H 1.659 0.082 -5.608
H -4.608 2.046 0.191
H -2.278 1.428 -0.503
H 2.909 -3.589 0.105
H -1.703 -3.615 -3.330
H 0.303 2.569 3.058
H -1.514 -1.874 1.482
H 2.190 3.899 4.019
H -0.758 2.881 -3.236
H -2.414 1.020 -4.303
H 4.904 2.058 1.214
H 0.237 -4.507 -3.253
H -5.330 1.767 2.558
H -1.404 0.264 3.556
H -3.727 0.838 4.237
H -1.096 -4.354 1.567
H 1.135 -5.231 0.840
H -0.905 -0.736 -5.753
*
```

---

5.
The following is a DFT calculation (wB97M-V/def2-TZVPD) of a 3-piece molecular cluster, C6H14O overall.

As for the SMILES: C=C(C)C.C=O.C. As for the LUMO energy: 0.7341 eV. The calculation puts the relative energy (zero: lowest compared OMol25 entry of this formula, charge and spin) at 195.0 kJ/mol. The calculation puts the orbital gap at 10.119 eV. The HOMO energy is -0.3449 hartree. The value obtained for the max |F| is 0.011 Eh/bohr.

ORCA input file:
```
! wB97M-V def2-TZVPD RIJCOSX def2/J DEFGRID3
* xyz 0 1
O -1.707 -1.714 0.280
C 1.952 0.078 1.281
C 1.244 0.287 -0.032
C -0.820 -1.487 1.059
C 1.439 -0.752 -1.111
C -2.657 0.848 -0.814
C 0.531 1.390 -0.260
H 2.203 -0.432 -1.824
H -2.778 1.809 -1.320
H 1.761 -1.716 -0.704
H 0.080 1.587 -1.229
H 0.106 -2.095 1.085
H 1.947 -0.970 1.601
H 0.358 2.133 0.514
H 0.514 -0.925 -1.669
H -2.763 0.023 -1.522
H 1.511 0.691 2.073
H 3.004 0.367 1.182
H -3.395 0.739 -0.018
H -0.864 -0.663 1.799
H -1.665 0.801 -0.371
*
```

---

6.
The following is a DFT calculation (wB97M-V/def2-TZVPD) of one molecule with the formula C5H8.

As for the LUMO energy (alpha / beta): -0.3050 / -0.3055 eV. The calculation puts the relative energy (zero: lowest compared OMol25 entry of this formula, charge and spin) at 405.6 kJ/mol. The calculation puts the orbital gap (alpha / beta) at 8.284 / 8.287 eV. The HOMO energy (alpha / beta) is -0.3156 / -0.3158 hartree. The value obtained for the max |F| is 0.009 Eh/bohr.

ORCA input file:
```
! wB97M-V def2-TZVPD RIJCOSX def2/J DEFGRID3
* xyz 0 1
C 0.235 0.503 -0.671
C -0.058 -1.054 0.794
C -1.022 -0.145 0.002
C 1.124 -0.134 0.421
C 0.200 1.951 -0.885
H 0.388 0.034 -1.660
H -0.277 -1.183 1.857
H 0.033 -2.039 0.326
H 1.355 0.600 1.200
H -0.736 2.126 -1.464
H -1.546 0.570 0.647
H -1.748 -0.614 -0.668
H 2.053 -0.615 0.101
*
```